Entry 1:
The following is a quantum chemistry calculation of a 7-piece molecular cluster, C23H33N10O2PS overall in a non-equilibrium geometry, from OMol25.

Structure (ORCA input):
```
! wB97M-V def2-TZVPD RIJCOSX def2/J DEFGRID3
* xyz 0 1
N -0.954 -4.141 2.294
P 0.197 -2.857 2.869
O 1.618 -3.575 3.581
C 0.666 -1.880 1.254
C 1.342 -2.681 -0.025
C 1.686 -1.827 -1.415
C 1.318 -0.216 -1.409
C 1.608 0.663 -2.800
C 0.557 0.332 -4.013
C -0.930 1.003 -3.853
O -1.406 1.150 -2.470
C 0.690 0.556 -0.099
N 0.378 2.057 -0.097
S -0.269 2.227 1.529
N -0.226 0.642 2.332
C 0.348 -0.272 1.273
H -0.720 -4.295 1.275
H -1.930 -3.728 2.319
H 1.476 -3.698 4.572
H 1.553 -3.833 0.103
H 2.161 -2.371 -2.341
H 1.739 1.800 -2.557
H 2.674 0.278 -3.173
H 1.031 0.810 -4.999
H 0.513 -0.829 -4.151
H -1.685 0.272 -4.419
H -0.932 2.055 -4.394
H -2.044 0.401 -2.209
C -3.452 0.468 5.202
C -2.390 0.585 4.121
N -1.509 0.682 3.224
H -3.342 -0.482 5.731
H -3.348 1.288 5.917
H -4.448 0.512 4.752
C -3.614 3.214 -3.714
C -4.965 2.638 -4.104
N -6.086 2.159 -4.428
H -3.019 3.411 -4.610
H -3.753 4.151 -3.166
H -3.076 2.506 -3.077
C -3.517 7.705 -3.789
C -2.721 6.673 -4.571
N -2.060 5.817 -5.219
H -3.277 8.710 -4.146
H -4.588 7.527 -3.920
H -3.272 7.638 -2.725
C 5.012 -5.000 0.282
C 3.888 -5.227 -0.716
N 2.956 -5.416 -1.543
H 5.952 -5.387 -0.121
H 5.124 -3.930 0.480
H 4.788 -5.514 1.220
C 5.859 -0.918 -4.097
C 4.517 -1.623 -4.214
N 3.404 -2.207 -4.311
H 6.582 -1.379 -4.776
H 5.749 0.138 -4.357
H 6.233 -0.996 -3.072
C -6.999 2.666 5.735
C -6.284 1.696 6.662
N -5.691 0.891 7.430
H -6.701 3.692 5.967
H -6.741 2.446 4.695
H -8.082 2.572 5.861
C 5.124 -2.932 5.009
C 5.921 -3.964 4.227
N 6.581 -4.820 3.579
H 5.364 -1.926 4.652
H 4.053 -3.110 4.878
H 5.369 -2.999 6.073
*
```

## Properties
- E_LUMO: -0.54 eV
- Strongest force on any atom: 0.247 hartree/bohr
- Gap between HOMO and LUMO: 5.6845 eV



Entry 2:
The following is a quantum chemistry calculation of one molecule with the formula C23H33N3O4, from OMol25.

Structure (ORCA input):
```
! wB97M-V def2-TZVPD RIJCOSX def2/J DEFGRID3
* xyz 0 1
C -6.220 -4.114 3.949
C -5.529 -3.503 2.768
C -4.736 -4.258 1.921
C -4.094 -3.693 0.829
C -4.244 -2.339 0.562
O -3.685 -1.663 -0.486
C -2.747 -2.313 -1.312
C -1.372 -2.490 -0.648
N -0.722 -1.217 -0.418
C -1.118 -0.459 0.750
C 0.119 -0.763 -1.373
O 0.397 -1.435 -2.355
C 0.680 0.641 -1.179
C -0.284 1.663 -1.817
C 0.280 2.191 -3.136
C 1.617 2.849 -2.869
O 1.908 3.977 -3.225
N 2.450 2.067 -2.147
C 3.757 2.572 -1.784
C 3.682 3.687 -0.735
C 3.077 3.241 0.595
N 3.782 2.143 1.214
C 5.176 2.237 1.588
C 5.528 0.810 2.019
C 4.189 0.237 2.481
C 3.155 1.079 1.753
O 1.965 0.844 1.675
C 2.063 0.712 -1.844
C -5.043 -1.570 1.411
C -5.673 -2.146 2.492
H -7.298 -3.978 3.872
H -5.890 -3.637 4.872
H -6.009 -5.179 4.015
H -4.607 -5.314 2.109
H -3.490 -4.327 0.198
H -3.126 -3.284 -1.655
H -2.637 -1.660 -2.181
H -1.471 -3.016 0.304
H -0.737 -3.065 -1.325
H -1.709 0.417 0.475
H -0.246 -0.140 1.323
H -1.731 -1.094 1.386
H 0.797 0.850 -0.118
H -1.258 1.203 -1.998
H -0.436 2.505 -1.138
H 0.411 1.366 -3.839
H -0.390 2.927 -3.582
H 4.229 2.986 -2.681
H 4.360 1.739 -1.418
H 4.685 4.087 -0.578
H 3.063 4.488 -1.139
H 3.061 4.097 1.283
H 2.050 2.900 0.446
H 5.783 2.578 0.748
H 5.298 2.951 2.414
H 6.287 0.793 2.798
H 5.901 0.245 1.164
H 4.061 -0.820 2.256
H 4.035 0.374 3.553
H 2.802 0.271 -1.173
H 2.036 0.106 -2.759
H -5.155 -0.519 1.194
H -6.288 -1.535 3.137
*
```

## Properties
- E_LUMO: 0.68 eV
- Strongest force on any atom: 0.013 hartree/bohr
- Gap between HOMO and LUMO: 8.9657 eV
- ΔE to the lowest compared entry with this formula, charge and spin: 32.7 kcal per mole



Entry 3:
The following is a quantum chemistry calculation of C23H33N3O6PPdSSe as an isolated structure, from OMol25.

Structure (ORCA input):
```
! wB97M-V def2-TZVPD RIJCOSX def2/J DEFGRID3
* xyz 1 5
Pd 0.149 0.189 -0.598
O 4.037 -0.859 3.362
C 2.978 -1.548 3.848
C 3.144 -2.406 4.935
C 2.076 -3.115 5.448
C 0.814 -2.975 4.886
C 0.646 -2.123 3.814
C 1.708 -1.398 3.267
C 1.413 -0.528 2.101
O 0.172 -0.407 1.755
N 2.411 0.050 1.464
N 1.926 0.789 0.423
C 2.465 1.915 0.168
C 1.754 2.812 -0.751
C 2.319 3.986 -1.226
C 1.554 4.817 -2.030
C 0.248 4.456 -2.320
C -0.243 3.266 -1.804
N 0.486 2.459 -1.042
H 4.814 -1.071 3.893
H 4.131 -2.510 5.371
H 2.232 -3.777 6.290
H -0.030 -3.524 5.280
H -0.331 -1.999 3.368
H 3.345 2.248 0.709
H 3.338 4.240 -0.965
H 1.969 5.738 -2.417
H -0.388 5.084 -2.926
H -1.260 2.944 -1.992
C -2.221 0.180 -5.104
C -1.445 0.984 -4.089
O -0.055 0.580 -4.091
P 0.530 -0.362 -2.934
O -0.028 -1.824 -3.203
C 0.183 -2.504 -4.474
C -0.879 -3.563 -4.622
O 2.036 -0.530 -3.421
C 3.045 0.483 -3.227
C 3.064 1.478 -4.362
H -3.242 0.557 -5.178
H -2.272 -0.868 -4.809
H -1.759 0.251 -6.088
H -1.858 0.859 -3.085
H -1.438 2.044 -4.341
H 1.182 -2.938 -4.448
H 0.147 -1.765 -5.276
H -0.927 -4.177 -3.723
H -0.631 -4.214 -5.461
H -1.863 -3.134 -4.803
H 3.982 -0.065 -3.152
H 2.867 0.971 -2.267
H 3.227 0.976 -5.315
H 3.880 2.187 -4.209
H 2.129 2.034 -4.416
O -2.140 0.306 -0.849
S -2.707 -0.104 0.519
C -4.481 0.145 0.361
C -4.689 1.649 0.435
C -3.859 2.101 1.636
C -2.516 1.364 1.573
H -4.928 -0.365 1.219
H -4.811 -0.346 -0.553
H -5.743 1.900 0.542
H -4.323 2.114 -0.483
H -4.376 1.841 2.561
H -3.704 3.179 1.646
H -2.126 1.029 2.532
H -1.729 1.938 1.079
Se 0.187 -2.297 -0.061
*
```

## Properties
- E_LUMO (spin up / spin down): -3.00 / -4.74 eV
- Strongest force on any atom: 0.008 hartree/bohr
- Gap between HOMO and LUMO (spin up / spin down): 7.3873 / 5.6642 eV
- ΔE to the lowest compared entry with this formula, charge and spin: 0.0 kcal per mole



Entry 4:
The following is a quantum chemistry calculation of C23H33N3P2STl as an isolated structure in a non-equilibrium geometry, from OMol25.

Structure (ORCA input):
```
! wB97M-V def2-TZVPD RIJCOSX def2/J DEFGRID3
* xyz 1 1
C -2.084 2.803 -3.162
C -1.817 1.452 -2.995
C -0.456 1.021 -3.003
C 0.627 1.962 -3.145
C 0.297 3.343 -3.195
C -1.029 3.741 -3.205
C 1.927 1.444 -3.209
C 2.190 0.098 -2.901
C 1.059 -0.788 -2.794
C 1.233 -2.185 -2.568
C 2.521 -2.686 -2.460
C 3.627 -1.809 -2.453
C 3.477 -0.448 -2.657
H -3.123 3.144 -3.223
H 1.119 4.061 -3.246
H -1.269 4.802 -3.257
H 2.764 2.120 -3.412
H 2.671 -3.765 -2.352
H 4.622 -2.224 -2.295
H 4.331 0.235 -2.656
N -0.197 -0.294 -2.833
Tl 2.369 1.828 0.911
C -2.882 0.377 -2.825
H -2.850 -0.336 -3.665
H -3.883 0.830 -2.781
C -0.031 -3.029 -2.481
H -0.618 -2.953 -3.411
H 0.223 -4.085 -2.311
P -2.659 -0.660 -1.320
P -1.183 -2.494 -1.151
C -0.141 -2.267 0.317
H -0.759 -2.080 1.205
H 0.464 -3.172 0.475
H 0.537 -1.411 0.194
C -2.197 -3.950 -0.800
H -1.559 -4.842 -0.880
H -2.605 -3.880 0.216
H -3.017 -4.021 -1.527
C -2.257 0.526 -0.007
H -2.957 1.372 -0.066
H -2.332 0.055 0.982
H -1.235 0.910 -0.125
C -4.316 -1.261 -0.908
H -4.356 -1.542 0.152
H -5.031 -0.448 -1.098
H -4.574 -2.127 -1.531
H 3.621 3.269 1.145
H 3.851 3.765 0.578
S 0.535 0.703 2.268
C 1.069 0.937 3.904
N 1.009 2.145 4.511
C 0.879 2.282 5.968
C 1.697 1.216 6.676
C 1.427 -0.156 6.091
N 1.515 -0.111 4.628
H 0.550 2.855 3.942
H -0.186 2.170 6.219
H 1.202 3.289 6.244
H 1.420 1.209 7.736
H 2.766 1.449 6.605
H 0.413 -0.485 6.356
H 2.143 -0.904 6.443
H 1.443 -1.002 4.142
*
```

## Properties
- E_LUMO (spin up / spin down): -3.51 / -3.49 eV
- Strongest force on any atom: 0.062 hartree/bohr
- Gap between HOMO and LUMO (spin up / spin down): 3.0590 / 3.5602 eV
- ΔE to the lowest compared entry with this formula, charge and spin: 71.9 kcal per mole



Entry 5:
The following is a quantum chemistry calculation of C23H34BeN8O13 as an isolated structure in a non-equilibrium geometry, from OMol25.

Structure (ORCA input):
```
! wB97M-V def2-TZVPD RIJCOSX def2/J DEFGRID3
* xyz 0 1
Be 0.584 1.581 -3.934
C 0.499 0.593 0.112
O -0.013 0.943 1.188
O -0.048 -0.155 -0.709
O 1.477 1.159 -0.347
C -3.154 -2.818 3.653
O -3.873 -3.465 4.332
N -2.549 -1.780 4.073
N -3.013 -3.034 2.319
H -2.882 -1.351 4.925
H -1.893 -1.335 3.447
H -3.652 -3.700 1.907
H -2.321 -2.426 1.905
C 6.107 -0.031 1.814
O 6.984 -0.809 2.157
N 5.839 0.225 0.569
N 5.326 0.752 2.527
H 6.433 -0.081 -0.188
H 4.858 0.415 0.419
H 4.654 1.343 2.059
H 5.471 0.827 3.523
C 5.234 4.623 -2.890
O 4.314 4.109 -3.527
N 6.357 5.010 -3.353
N 5.224 4.730 -1.638
H 6.467 5.148 -4.348
H 7.016 5.415 -2.703
H 4.484 4.269 -1.128
H 5.708 5.435 -1.101
C -3.818 4.262 3.031
O -4.697 5.057 3.461
N -3.450 4.174 1.752
N -3.227 3.349 3.727
H -2.710 3.513 1.565
H -3.772 4.784 1.014
H -3.578 3.192 4.661
H -2.583 2.788 3.187
C -3.823 -3.460 -5.405
C -4.105 -4.015 -6.648
C -5.476 -4.245 -6.963
C -6.465 -3.722 -6.113
C -6.160 -3.155 -4.886
C -4.842 -3.141 -4.501
O -4.520 -2.503 -3.295
O -5.874 -4.918 -8.077
H -2.809 -3.377 -5.042
H -3.312 -4.385 -7.280
H -7.496 -3.690 -6.432
H -6.829 -2.560 -4.282
H -3.698 -2.012 -3.224
H -5.071 -5.265 -8.473
C 0.747 6.180 3.185
C 0.201 7.407 3.253
C 0.111 8.073 4.485
C 0.532 7.477 5.637
C 1.138 6.232 5.568
C 1.026 5.541 4.397
O 1.284 4.167 4.369
O -0.558 9.228 4.676
H 0.751 5.682 2.227
H -0.177 7.926 2.384
H 0.459 8.037 6.558
H 1.515 5.750 6.458
H 1.020 3.784 3.529
H -1.199 9.284 3.964
C 2.928 -6.908 -1.605
C 2.559 -8.234 -1.747
C 1.313 -8.531 -1.305
C 0.360 -7.594 -1.014
C 0.745 -6.257 -1.014
C 2.056 -5.940 -1.224
O 2.449 -4.717 -0.851
O 0.936 -9.830 -1.422
H 3.902 -6.557 -1.912
H 3.349 -8.955 -1.892
H -0.689 -7.792 -0.850
H 0.024 -5.493 -0.761
H 1.759 -4.055 -0.930
H 0.141 -10.167 -1.003
*
```

## Properties
- E_LUMO: -5.82 eV
- Strongest force on any atom: 0.170 hartree/bohr
- Gap between HOMO and LUMO: 2.3295 eV
- ΔE to the lowest compared entry with this formula, charge and spin: 159.1 kcal per mole



Entry 6:
The following is a quantum chemistry calculation of C23H34BiCl2N3O3 as an isolated structure in a non-equilibrium geometry, from OMol25.

Structure (ORCA input):
```
! wB97M-V def2-TZVPD RIJCOSX def2/J DEFGRID3
* xyz 0 1
O -1.339 -2.172 -1.304
C -1.097 -2.463 -2.487
C -1.530 -3.765 -2.894
C -1.369 -4.849 -1.972
H -0.607 -4.768 -1.188
C -2.190 -5.954 -2.104
H -2.202 -6.719 -1.336
C -3.032 -6.094 -3.225
H -3.626 -6.990 -3.368
C -3.171 -5.054 -4.139
H -3.907 -5.101 -4.944
C -2.384 -3.908 -4.017
H -2.406 -3.084 -4.740
H -0.764 -1.505 -3.230
C 1.376 -2.263 -3.850
C 0.453 -1.173 -3.451
H 2.385 -1.984 -4.170
H 0.893 -2.848 -4.631
H 1.459 -2.971 -3.012
C 0.735 0.033 -2.927
C 2.006 0.825 -2.979
H 0.002 0.538 -2.270
H 2.627 0.487 -3.816
H 2.581 0.782 -2.046
H 1.794 1.896 -3.101
Bi -1.343 -0.429 0.020
Cl 0.557 -2.277 0.841
Cl -3.476 -0.142 -1.660
H -3.036 -4.285 2.560
H -1.240 -4.519 3.992
C -2.597 -3.440 2.031
C -0.755 -3.582 3.721
N -1.714 -2.760 2.990
H -3.367 -2.732 1.703
C -1.582 -1.444 3.009
O -2.130 -0.671 2.157
H -0.445 -3.036 4.617
H -0.963 -1.034 3.815
H -2.023 -3.807 1.171
H 0.123 -3.786 3.098
H -2.545 5.508 0.161
H -5.093 4.337 0.185
C -2.313 4.699 -0.531
C -4.608 3.649 -0.517
N -3.174 3.560 -0.244
H -1.277 4.387 -0.406
C -2.644 2.377 0.057
O -1.417 2.120 -0.075
H -5.023 2.639 -0.397
H -3.360 1.609 0.376
H -2.487 5.038 -1.554
H -4.776 3.999 -1.544
C 3.990 2.580 3.687
C 2.961 1.897 2.840
C 3.337 0.881 1.938
C 2.343 0.183 1.250
N 1.050 0.536 1.326
C 0.670 1.459 2.205
C 1.595 2.210 2.928
H 4.438 1.870 4.384
H 4.786 2.992 3.065
H 3.517 3.381 4.251
H 4.378 0.613 1.755
H 2.604 -0.695 0.670
H -0.391 1.629 2.336
H 1.230 3.032 3.548
*
```

## Properties
- E_LUMO (spin up / spin down): 0.01 / 0.17 eV
- Strongest force on any atom: 0.084 hartree/bohr
- Gap between HOMO and LUMO (spin up / spin down): 6.6791 / 4.8348 eV
- ΔE to the lowest compared entry with this formula, charge and spin: 117.5 kcal per mole



Entry 7:
The following is a quantum chemistry calculation of C23H34FInNO12 as an isolated structure, from OMol25.

Structure (ORCA input):
```
! wB97M-V def2-TZVPD RIJCOSX def2/J DEFGRID3
* xyz -1 1
C -1.297 -3.845 -2.076
C 0.050 -4.606 -1.895
C -0.163 -6.073 -2.294
C -1.188 -6.820 -1.424
C -0.765 -6.923 0.064
C -0.551 -8.383 0.552
In 1.496 -8.855 1.259
F 1.498 -10.125 2.878
C 2.803 -7.086 1.691
C 4.157 -7.304 1.983
C 5.054 -6.287 2.226
C 4.546 -4.990 2.204
C 3.200 -4.843 1.946
N 2.329 -5.817 1.679
H -1.181 -2.924 -2.646
H -1.986 -4.471 -2.648
H -1.777 -3.675 -1.114
H 0.831 -4.153 -2.507
H 0.363 -4.515 -0.856
H -0.460 -6.071 -3.350
H 0.771 -6.641 -2.213
H -1.316 -7.815 -1.857
H -2.158 -6.323 -1.506
H 0.087 -6.271 0.252
H -1.598 -6.506 0.640
H -1.293 -8.648 1.307
H -0.733 -9.044 -0.299
H 2.334 -9.780 -0.033
H 4.510 -8.332 2.013
H 6.098 -6.484 2.441
H 5.185 -4.136 2.393
H 2.802 -3.827 1.961
C 1.669 0.495 2.534
C 2.196 -0.853 2.982
O 1.446 -1.757 2.170
C 1.039 -1.092 1.061
O 0.542 -1.620 0.122
O 1.280 0.237 1.179
H 2.421 1.280 2.572
H 0.793 0.810 3.101
H 3.259 -0.983 2.765
H 2.025 -1.051 4.037
C -3.114 3.454 1.901
C -2.070 2.818 1.012
O -1.094 2.365 1.957
C -1.716 2.195 3.149
O -1.222 1.663 4.093
O -2.963 2.707 3.121
H -4.121 3.361 1.516
H -2.907 4.504 2.102
H -2.449 1.957 0.460
H -1.623 3.519 0.311
C -2.906 6.621 -2.570
C -1.854 6.847 -1.511
O -2.594 6.632 -0.296
C -3.656 5.849 -0.586
O -4.365 5.348 0.230
O -3.799 5.702 -1.920
H -2.510 6.187 -3.483
H -3.451 7.532 -2.815
H -1.047 6.112 -1.561
H -1.435 7.837 -1.537
C 0.176 12.274 -2.505
C 1.244 11.230 -2.755
O 0.515 10.008 -2.593
C -0.791 10.265 -2.822
O -1.631 9.426 -2.926
O -1.015 11.592 -2.913
H 0.315 13.181 -3.087
H 0.086 12.536 -1.449
H 1.640 11.270 -3.771
H 2.069 11.279 -2.050
*
```

## Properties
- E_LUMO: 0.96 eV
- Strongest force on any atom: 0.019 hartree/bohr
- Gap between HOMO and LUMO: 5.3078 eV